C9H16N2O5 in the gas phase at a distorted geometry. Source: the OMol25 dataset; level of theory: ωB97M-V/def2-TZVPD.

Cartesian coordinates (Å):
C 2.271 -2.408 1.327
C 1.204 -2.321 0.269
C -0.187 -2.659 0.691
C 1.453 -0.886 -0.288
N 0.655 0.200 0.500
C -0.645 0.466 0.121
O -1.001 0.315 -0.952
C -1.264 1.705 0.929
N -0.106 2.596 1.148
C -2.429 2.332 0.131
C -1.963 3.112 -1.224
O -2.658 3.961 -1.668
O -0.706 2.643 -1.692
C 1.101 -0.830 -1.725
O 1.280 0.139 -2.422
O 0.353 -1.931 -2.242
H 3.211 -2.275 0.793
H 2.283 -1.606 2.030
H 2.481 -3.336 1.888
H 1.513 -2.949 -0.475
H -0.729 -1.938 1.430
H -0.786 -2.649 -0.296
H -0.354 -3.662 1.095
H 2.455 -0.747 -0.158
H 1.040 0.682 1.302
H -1.595 1.282 1.855
H 0.392 2.769 0.243
H -0.443 3.496 1.477
H -3.160 2.852 0.685
H -2.919 1.522 -0.202
H -0.617 1.654 -1.611
H -0.134 -1.528 -2.961

Computed properties:
SMILES ... CC(C)[C@H](NC(=O)[C@@H](N)CC(=O)O)C(=O)O
Multiplicity ... 1
DFT total energy ... -838.20290 hartree
Kohn-Sham gap ... 10.50 eV
Largest force on an atom ... 0.183 hartree/bohr
Relative energy (zero: lowest compared OMol25 entry of this formula, charge and spin) ... 72.5 kcal per mole